No. 1
Entry from the OMol25 dataset: a cluster of 2 separate species, NO4PS in total (ωB97M-V with the def2-TZVPD basis set).

Each line ends with the natural charge from an NBO analysis.
Element x y z (Å)
1 N -0.613 1.003 0.431  -1.30
2 O -1.485 -1.217 -0.836  -1.18
3 O -3.171 0.364 0.235  -1.19
4 O 2.408 -0.814 1.079  -1.00
5 O 2.732 0.851 -0.685  -1.00
6 P -1.724 0.047 -0.054  2.19
7 S 1.852 -0.233 -0.170  1.48

Net charge: -2
HOMO-LUMO gap (spin up / spin down) (eV): 5.0 / 6.4
Energy relative to the best compared isomer or geometry (same formula, charge and spin) (kcal/mol): 45.0



No. 2
Entry from the OMol25 dataset: a cluster of 3 separate species, C15H36BrN6O4 in total (ωB97M-V with the def2-TZVPD basis set).

Each line ends with the natural charge from an NBO analysis.
Element x y z (Å)
1 C 2.469 -0.774 0.056  -0.43
2 N 1.077 -0.295 0.122  -0.16
3 N -0.005 -1.091 0.051  -0.34
4 C -1.051 -0.257 0.104  0.57
5 N -2.363 -0.552 0.035  -0.83
6 N -0.684 1.040 0.210  -0.45
7 C 0.662 0.948 0.215  0.35
8 Br 1.826 2.432 0.303  0.21
9 H 3.028 -0.042 -0.545  0.26
10 H 2.907 -0.904 1.054  0.24
11 H 2.463 -1.703 -0.539  0.24
12 H -0.047 -2.101 -0.028  0.46
13 H -3.068 -0.239 0.689  0.46
14 H -2.677 -1.083 -0.768  0.41
15 C -2.385 -4.484 5.279  -0.25
16 O -2.353 -3.383 6.169  -0.55
17 C -1.034 -2.977 6.524  -0.07
18 C -0.731 -1.602 5.956  -0.24
19 N -0.594 -1.652 4.501  -0.63
20 C -0.537 -0.337 3.870  -0.22
21 C -1.784 0.545 3.952  -0.09
22 O -2.896 0.035 3.231  -0.57
23 C -3.716 -0.874 3.958  -0.25
24 H -3.424 -4.791 5.165  0.20
25 H -1.996 -4.208 4.293  0.15
26 H -1.815 -5.328 5.677  0.18
27 H -0.284 -3.710 6.214  0.18
28 H -1.005 -2.915 7.615  0.19
29 H 0.199 -1.227 6.392  0.20
30 H -1.547 -0.933 6.255  0.17
31 H -1.383 -2.158 4.116  0.35
32 H -0.323 -0.511 2.808  0.16
33 H 0.318 0.214 4.275  0.20
34 H -1.535 1.498 3.473  0.19
35 H -2.063 0.789 4.981  0.18
36 H -3.735 -0.650 5.026  0.19
37 H -3.390 -1.904 3.794  0.16
38 H -4.733 -0.790 3.571  0.19
39 C 3.611 2.903 -6.669  -0.25
40 O 2.609 3.558 -5.909  -0.56
41 C 1.303 3.440 -6.469  -0.07
42 C 0.417 2.597 -5.571  -0.24
43 N 0.828 1.194 -5.594  -0.61
44 C 0.176 0.374 -4.581  -0.25
45 C 0.487 0.685 -3.117  -0.08
46 O 1.835 0.421 -2.743  -0.58
47 C 2.738 1.496 -2.978  -0.25
48 H 4.577 3.149 -6.231  0.20
49 H 3.485 1.815 -6.637  0.16
50 H 3.603 3.245 -7.708  0.18
51 H 1.330 3.043 -7.488  0.19
52 H 0.887 4.450 -6.518  0.19
53 H -0.620 2.673 -5.910  0.20
54 H 0.481 3.013 -4.557  0.16
55 H 1.829 1.145 -5.450  0.35
56 H 0.480 -0.660 -4.774  0.20
57 H -0.908 0.414 -4.734  0.20
58 H -0.127 0.011 -2.508  0.15
59 H 0.194 1.701 -2.831  0.18
60 H 2.255 2.471 -2.879  0.19
61 H 3.199 1.403 -3.962  0.18
62 H 3.539 1.432 -2.238  0.18

Net charge: +1
HOMO-LUMO gap (eV): 8.2
Energy relative to the best compared isomer or geometry (same formula, charge and spin) (kcal/mol): 8.0



No. 3
Entry from the OMol25 dataset: a structure of composition C13H27F3N2O9SV (ωB97M-V with the def2-TZVPD basis set).

Each line ends with the Löwdin spin population.
Element x y z (Å)
1 V 0.100 0.907 0.386  2.79
2 C -0.067 5.227 1.807  0.00
3 C 0.439 3.819 1.743  0.00
4 O 1.409 3.429 2.407  0.01
5 O -0.096 3.050 0.940  0.02
6 H 0.176 5.754 2.730  0.00
7 H -1.152 5.195 1.716  0.00
8 H 0.434 5.757 0.997  0.00
9 C -0.050 0.274 4.451  0.00
10 C 0.716 -0.435 3.385  0.00
11 O 1.126 0.446 2.309  0.03
12 H 0.033 -0.186 5.435  0.00
13 H -1.114 0.260 4.212  0.00
14 H 0.399 1.263 4.550  0.00
15 H 0.382 -1.389 2.978  0.00
16 H 1.595 -0.858 3.871  0.00
17 C -4.378 -0.560 0.939  0.00
18 C -3.061 -0.091 1.539  0.00
19 O -2.128 0.572 0.732  0.04
20 H -4.119 -1.239 0.127  0.00
21 H -4.983 0.276 0.589  0.00
22 H -5.030 -1.266 1.455  0.00
23 H -2.741 -0.993 2.060  0.00
24 H -3.436 0.552 2.336  0.00
25 C 4.149 -0.240 -0.636  0.00
26 F 5.437 -0.129 -1.019  0.00
27 F 3.509 -0.906 -1.580  0.00
28 F 4.057 -0.958 0.426  0.00
29 S 3.454 1.518 -0.292  0.01
30 O 4.157 2.327 -1.322  0.00
31 O 1.964 1.502 -0.379  0.02
32 O 3.820 1.840 1.094  0.00
33 C 0.718 1.367 -3.860  0.00
34 C -0.428 0.864 -2.938  0.02
35 O -0.362 1.216 -1.756  0.01
36 N -1.415 0.157 -3.509  0.01
37 C -2.541 -0.460 -2.861  0.00
38 H 0.495 1.420 -4.925  0.00
39 H 1.636 0.807 -3.681  0.00
40 H 0.929 2.394 -3.560  0.00
41 H -1.412 -0.040 -4.500  0.00
42 H -2.656 -0.151 -1.821  0.00
43 H -2.480 -1.544 -2.762  0.00
44 H -3.503 -0.226 -3.316  0.00
45 C 0.279 -2.649 -2.273  0.00
46 C 0.663 -2.322 -0.847  0.01
47 O 0.795 -1.146 -0.554  0.02
48 N 0.816 -3.298 0.134  0.00
49 C 0.519 -4.665 0.020  0.00
50 H 0.140 -3.728 -2.342  0.00
51 H 1.046 -2.314 -2.971  0.00
52 H -0.698 -2.327 -2.635  0.00
53 H 1.070 -2.959 1.051  0.00
54 H 1.033 -5.261 0.774  0.00
55 H 0.891 -4.935 -0.969  0.00
56 H -0.537 -4.918 0.117  0.00

Net charge: -2
Spin multiplicity: 4
HOMO-LUMO gap (spin up / spin down) (eV): 3.8 / 4.7
Energy relative to the best compared isomer or geometry (same formula, charge and spin) (kcal/mol): 48.2



No. 4
Entry from the OMol25 dataset: an isolated molecule of C4H7NO2 (ωB97M-V with the def2-TZVPD basis set).

Each line ends with the natural charge from an NBO analysis.
Element x y z (Å)
1 C 1.818 -1.155 -0.912  -0.83
2 C 0.769 -0.448 -0.257  0.59
3 N 0.363 -1.185 0.771  -0.85
4 O 0.349 0.783 -0.557  -0.46
5 C -0.521 1.410 0.374  -0.20
6 C -1.959 0.950 0.192  0.41
7 O -2.822 1.189 0.991  -0.49
8 H 2.629 -0.606 -1.384  0.22
9 H 1.346 -1.869 0.371  0.44
10 H 1.450 -1.976 -1.530  0.24
11 H -0.605 -1.173 1.112  0.38
12 H -0.200 1.212 1.403  0.22
13 H -0.467 2.485 0.175  0.23
14 H -2.150 0.384 -0.748  0.12

Net charge: 0
HOMO-LUMO gap (eV): 9.0
Energy relative to the best compared isomer or geometry (same formula, charge and spin) (kcal/mol): 103.1



No. 5
Entry from the OMol25 dataset: a structure of composition C27H29BBeN11 (ωB97M-V with the def2-TZVPD basis set).

Each line ends with the Löwdin spin population.
Element x y z (Å)
1 Be 0.223 -0.007 0.515  0.00
2 C 0.509 -3.167 -1.060  0.00
3 C -0.709 -2.609 -0.408  0.01
4 C -1.942 -3.229 -0.231  0.00
5 C -2.690 -2.345 0.521  0.01
6 N -1.949 -1.259 0.757  0.00
7 N -0.727 -1.408 0.185  0.02
8 B -2.218 0.026 1.599  0.00
9 N -1.048 0.120 2.617  0.00
10 C -1.132 0.193 3.947  0.00
11 C 0.134 0.076 4.474  0.00
12 C 0.976 -0.089 3.378  0.00
13 C 2.439 -0.376 3.461  0.00
14 N 0.254 -0.043 2.243  0.00
15 N -2.040 1.215 0.610  0.00
16 C -2.818 2.172 0.096  0.01
17 C -2.052 2.969 -0.730  0.00
18 C -0.777 2.417 -0.689  0.00
19 C 0.441 2.915 -1.390  0.00
20 N -0.785 1.346 0.115  0.02
21 N -3.520 -0.042 2.326  0.00
22 C -4.447 0.881 2.702  0.00
23 C -5.330 0.276 3.554  0.00
24 C -4.863 -1.052 3.680  0.00
25 C -5.432 -2.154 4.505  0.00
26 N -3.779 -1.227 2.948  0.00
27 H 0.535 -4.245 -0.919  0.00
28 H 0.517 -2.990 -2.137  0.00
29 H 1.418 -2.754 -0.626  0.00
30 H -2.227 -4.210 -0.560  0.00
31 H -3.671 -2.441 0.943  0.00
32 H -2.084 0.287 4.436  0.00
33 H 0.412 0.067 5.510  0.00
34 H 2.649 -0.840 4.423  0.00
35 H 2.763 -1.068 2.687  0.00
36 H 3.043 0.533 3.415  0.00
37 H -3.858 2.246 0.337  0.00
38 H -2.366 3.844 -1.267  0.00
39 H 0.411 4.001 -1.439  0.00
40 H 1.353 2.632 -0.871  0.00
41 H 0.490 2.554 -2.419  0.00
42 H -4.405 1.905 2.391  0.00
43 H -6.183 0.715 4.033  0.00
44 H -6.388 -1.861 4.934  0.00
45 H -5.577 -3.052 3.906  0.00
46 H -4.755 -2.409 5.321  0.00
47 C -3.854 0.247 -4.542  0.02
48 C -2.613 0.441 -5.155  0.01
49 C -1.456 0.311 -4.424  0.03
50 C -1.568 -0.025 -3.062  0.06
51 C -2.804 -0.206 -2.435  0.02
52 C -3.950 -0.074 -3.192  0.00
53 N -0.442 -0.155 -2.285  0.42
54 N 0.726 -0.272 -2.573  0.32
55 C 1.855 -0.115 -1.744  0.05
56 C 3.069 -0.149 -2.398  0.00
57 C 4.221 0.113 -1.666  0.00
58 C 4.088 0.420 -0.327  0.00
59 C 2.821 0.408 0.244  0.00
60 N 1.712 0.115 -0.430  0.01
61 H -4.754 0.351 -5.132  0.00
62 H -2.560 0.688 -6.204  0.00
63 H -0.483 0.450 -4.870  0.00
64 H -2.842 -0.450 -1.383  0.00
65 H -4.919 -0.218 -2.738  0.00
66 H 3.095 -0.358 -3.456  0.00
67 H 5.190 0.094 -2.143  0.00
68 H 4.943 0.665 0.286  0.00
69 H 2.680 0.654 1.280  0.00

Net charge: +2
Spin multiplicity: 2
HOMO-LUMO gap (spin up / spin down) (eV): 5.3 / 4.7
Energy relative to the best compared isomer or geometry (same formula, charge and spin) (kcal/mol): 4.3